Entry 1:
This record from the Open Molecules 2025 dataset describes an isolated ion of composition C20H30N5O4 and charge +1. The level of theory is ωB97M-V/def2-TZVPD.

Values from the calculation:
- Net charge: +1
- Maximum force: 0.0306 Eh/bohr
- Relative energy (zero: lowest compared OMol25 entry of this formula, charge and spin): 0.0 kcal/mol

Last column: natural (NBO) charge in e.
Positions of all 59 atoms, in Å:
C -0.237 1.618 3.646  -0.447
N -0.537 3.066 3.636  -0.349
C -1.862 3.310 4.226  -0.429
H -2.619 2.896 3.560  0.262
H -2.033 4.377 4.357  0.229
H -1.928 2.821 5.196  0.234
H 0.190 3.549 4.191  0.468
C -0.395 3.713 2.292  -0.098
C -0.976 2.840 1.237  0.430
N -2.049 2.126 1.348  -0.289
N -2.100 1.329 0.271  -0.296
C -1.048 1.579 -0.440  0.523
O -0.318 2.587 0.095  -0.394
C -0.578 0.897 -1.674  -0.092
N 0.445 -0.076 -1.330  -0.658
C 0.960 -0.308 -0.123  0.711
O 0.693 0.337 0.887  -0.715
C 1.955 -1.464 -0.075  -0.300
H 2.169 -1.608 0.989  0.238
C 3.277 -1.120 -0.775  -0.411
H 3.682 -0.191 -0.371  0.222
H 3.984 -1.915 -0.534  0.218
C 3.144 -1.001 -2.301  -0.228
N 1.971 -1.734 -2.774  -0.649
H 2.023 -1.861 -3.779  0.385
C 1.834 -3.014 -2.092  -0.231
H 1.090 -3.614 -2.619  0.218
C 1.364 -2.763 -0.653  -0.411
H 1.668 -3.607 -0.034  0.224
H 0.276 -2.709 -0.624  0.228
H 2.782 -3.570 -2.092  0.175
H 3.020 0.045 -2.598  0.196
H 4.070 -1.371 -2.763  0.193
H 0.779 -0.705 -2.085  0.454
C -1.732 0.217 -2.452  -0.438
C -1.908 -1.234 -2.086  0.021
C -1.591 -2.230 -2.999  -0.212
C -1.750 -3.567 -2.678  -0.305
C -2.219 -3.930 -1.421  0.305
C -2.535 -2.934 -0.498  -0.254
C -2.387 -1.604 -0.833  -0.226
H -2.646 -0.836 -0.122  0.242
H -2.905 -3.228 0.470  0.228
O -2.379 -5.222 -1.047  -0.658
H -2.181 -5.815 -1.782  0.484
H -1.518 -4.332 -3.407  0.213
H -1.227 -1.966 -3.981  0.210
H -1.516 0.290 -3.518  0.222
H -2.655 0.762 -2.248  0.241
H -0.117 1.672 -2.307  0.224
C 1.098 3.978 2.049  -0.082
O 1.588 4.543 3.247  -0.746
H 2.489 4.858 3.121  0.508
H 1.207 4.662 1.202  0.210
H 1.617 3.041 1.811  0.202
H -0.922 4.673 2.346  0.249
H 0.012 1.307 4.657  0.230
H -1.108 1.064 3.301  0.255
H 0.587 1.373 2.978  0.264

---

Entry 2:
This record from the Open Molecules 2025 dataset describes a 11-piece molecular cluster, C23H71N13O14 overall. The level of theory is ωB97M-V/def2-TZVPD.

Values from the calculation:
- Net charge: 0
- Maximum force: 0.0830 Eh/bohr
- Relative energy (zero: lowest compared OMol25 entry of this formula, charge and spin): 0.0 kcal/mol

Last column: Löwdin charge in e.
Positions of all 121 atoms, in Å:
C -3.432 2.155 -0.352  -0.255
C -3.287 1.976 1.134  -0.269
O -3.909 2.974 1.873  -0.069
O -2.848 3.337 -0.822  -0.093
H -4.468 2.217 -0.649  0.116
H -2.971 1.379 -0.988  0.096
H -2.201 1.862 1.322  0.117
H -3.857 1.103 1.380  0.108
H -3.256 3.671 2.155  0.041
H -2.844 3.945 -0.060  0.057
C 3.865 -4.014 2.102  -0.280
C 4.254 -2.767 1.373  -0.228
O 3.166 -1.907 1.000  -0.099
O 3.286 -5.006 1.332  -0.068
H 3.184 -3.828 2.932  0.120
H 4.758 -4.428 2.521  0.117
H 4.789 -3.045 0.456  0.115
H 4.885 -2.167 2.033  0.125
H 2.620 -2.504 0.441  0.033
H 2.350 -4.872 1.008  0.092
C 4.456 1.775 -0.635  -0.216
C 5.900 1.545 -0.935  -0.255
O 6.012 0.421 -1.773  -0.056
O 4.008 0.952 0.472  -0.087
H 3.952 1.628 -1.579  0.102
H 4.220 2.800 -0.286  0.111
H 6.538 1.449 -0.053  0.128
H 6.292 2.365 -1.527  0.124
H 5.910 -0.358 -1.233  0.071
H 3.793 0.064 0.173  0.048
C 1.222 2.452 2.786  -0.665
O 1.616 3.494 2.255  -0.036
N -0.020 2.209 3.265  0.193
N 2.169 1.453 2.825  0.160
H -0.265 1.282 3.630  0.072
H -0.661 2.983 3.037  0.073
H 1.899 0.491 2.894  0.077
H 3.090 1.605 2.381  0.091
C -1.367 5.416 2.068  -0.681
O -1.831 4.461 2.681  -0.003
N -2.175 6.012 1.139  0.175
N -0.175 5.855 2.281  0.214
H -1.768 6.578 0.405  0.080
H -3.146 6.144 1.333  0.112
H 0.475 5.046 2.521  0.111
H 0.259 6.604 1.770  0.114
C 4.595 5.844 0.586  -0.698
O 5.355 6.622 0.084  0.051
N 3.295 5.670 0.182  0.150
N 4.860 5.101 1.725  0.149
H 3.086 6.137 -0.706  0.102
H 2.817 4.954 0.706  0.058
H 5.758 5.115 2.137  0.084
H 4.289 4.291 1.945  0.076
C 2.648 -2.916 -2.064  -0.603
O 1.824 -2.998 -1.125  -0.023
N 2.735 -1.919 -3.003  0.180
N 3.587 -3.881 -2.255  0.173
H 3.528 -1.882 -3.622  0.098
H 2.161 -1.063 -2.913  0.060
H 3.869 -4.282 -1.429  0.056
H 4.294 -3.743 -2.969  0.110
C 0.175 6.027 -1.750  -0.660
O 0.574 7.052 -1.207  0.022
N 0.939 5.010 -2.161  0.164
N -1.197 5.869 -2.081  0.129
H 1.665 4.679 -1.589  0.058
H 0.738 4.478 -3.016  0.122
H -1.876 6.565 -1.760  0.090
H -1.604 4.944 -1.872  0.068
C -4.812 -5.747 -1.335  -0.051
C -4.684 -4.706 -2.413  -0.423
C -5.401 -5.020 -3.735  -0.198
O -4.831 -6.208 -4.243  -0.184
C -5.415 -6.804 -5.322  -0.141
N -5.211 -3.352 -2.082  0.031
H -4.405 -6.665 -1.767  0.080
H -5.875 -5.859 -1.057  0.088
H -4.308 -5.410 -0.419  0.074
H -3.684 -4.412 -2.701  0.130
H -5.208 -4.181 -4.400  0.122
H -6.456 -5.116 -3.668  0.113
H -5.446 -6.198 -6.248  0.096
H -6.455 -7.010 -5.118  0.082
H -4.900 -7.705 -5.515  0.076
H -6.115 -3.395 -1.649  0.062
H -4.577 -2.932 -1.400  0.043
C -2.646 -1.544 3.637  -0.062
C -1.207 -1.988 3.918  -0.371
C -0.343 -2.549 2.767  -0.213
O -1.131 -3.466 2.059  -0.228
C -0.529 -3.947 0.764  -0.022
N -0.556 -0.750 4.488  0.010
H -3.350 -2.385 3.531  0.086
H -2.716 -0.894 2.753  0.066
H -3.040 -0.870 4.399  0.072
H -1.361 -2.744 4.670  0.120
H 0.501 -3.107 3.267  0.130
H 0.039 -1.825 2.043  0.113
H 0.275 -4.700 1.062  0.096
H -0.069 -3.051 0.246  0.071
H -1.406 -4.322 0.278  0.070
H -1.108 -0.351 5.248  0.074
H 0.412 -0.796 4.831  0.080
C 0.468 1.358 -0.318  -0.037
C 0.690 0.227 -1.315  -0.420
C -0.590 -0.536 -1.553  -0.209
O -1.104 -0.930 -0.295  -0.218
C -2.354 -1.616 -0.461  -0.100
N 1.186 0.647 -2.637  0.044
H 0.096 0.996 0.664  0.080
H -0.255 2.068 -0.753  0.084
H 1.377 1.890 -0.063  0.056
H 1.401 -0.455 -0.818  0.122
H -0.588 -1.402 -2.195  0.123
H -1.309 0.200 -1.954  0.121
H -2.488 -2.135 0.475  0.066
H -2.269 -2.411 -1.225  0.082
H -3.181 -0.848 -0.760  0.117
H 0.486 1.062 -3.215  0.072
H 1.849 1.412 -2.399  0.078

---

Entry 3:
This record from the Open Molecules 2025 dataset describes a 2-piece molecular cluster, C2H7ClOSi overall. The level of theory is ωB97M-V/def2-TZVPD.

Values from the calculation:
- Net charge: 0
- Maximum force: 0.0747 Eh/bohr
- Relative energy (zero: lowest compared OMol25 entry of this formula, charge and spin): 125.0 kcal/mol

Last column: natural (NBO) charge in e.
Positions of all 12 atoms, in Å:
C -0.171 0.322 1.628  -1.166
C 0.067 0.514 -1.719  -1.117
O 0.352 -2.834 -0.157  -1.100
Si 0.797 0.129 0.008  1.700
Cl 2.847 0.309 0.040  -0.343
H 0.100 -0.591 2.356  0.303
H -0.134 1.371 2.040  0.261
H -1.176 0.309 1.512  0.256
H -0.452 1.393 -1.818  0.247
H 0.800 0.560 -2.427  0.252
H -0.671 -0.235 -2.008  0.284
H 1.110 -3.342 0.354  0.423

---

Entry 4:
This record from the Open Molecules 2025 dataset describes a 3-piece molecular cluster, C5H14N2 overall. The level of theory is ωB97M-V/def2-TZVPD.

Values from the calculation:
- Net charge: 0
- Maximum force: 0.0055 Eh/bohr
- Relative energy (zero: lowest compared OMol25 entry of this formula, charge and spin): 127.0 kcal/mol

Last column: natural (NBO) charge in e.
Positions of all 21 atoms, in Å:
C 0.270 -0.464 -0.187  0.245
C -0.079 -0.186 1.112  -0.243
C -0.130 1.895 0.340  -0.253
C 1.700 -0.475 -0.629  -0.677
C -0.780 -0.722 -1.213  -0.694
N 0.085 -2.313 1.429  -1.088
N -1.396 2.204 -0.202  -0.854
H -1.414 2.869 -0.963  0.375
H -2.120 2.402 0.472  0.374
H 1.032 -2.688 1.371  0.319
H -0.496 -2.922 0.853  0.320
H 0.667 -0.002 1.868  0.220
H -1.110 -0.187 1.427  0.223
H 0.068 2.248 1.350  0.178
H 0.692 2.105 -0.336  0.178
H 1.845 0.205 -1.475  0.217
H -1.185 0.241 -1.553  0.249
H 2.380 -0.190 0.173  0.221
H 1.969 -1.475 -0.974  0.240
H -0.382 -1.263 -2.072  0.218
H -1.613 -1.283 -0.792  0.233

---

Entry 5:
This record from the Open Molecules 2025 dataset describes one molecule with the formula C3H3ClO2. The level of theory is ωB97M-V/def2-TZVPD.

Values from the calculation:
- Net charge: 0
- Maximum force: 0.0409 Eh/bohr
- Relative energy (zero: lowest compared OMol25 entry of this formula, charge and spin): 7.1 kcal/mol

Last column: natural (NBO) charge in e.
Positions of all 9 atoms, in Å:
C -0.168 0.993 0.711  0.738
C -0.593 -0.247 -0.058  -0.154
C 0.262 -1.132 -0.556  -0.381
H 1.363 1.023 -0.340  0.484
H -0.047 -2.040 -1.136  0.236
H 1.351 -0.975 -0.468  0.199
O 0.951 1.560 0.295  -0.640
O -0.831 1.430 1.606  -0.527
Cl -2.287 -0.614 -0.054  0.045

---

Among the records above, which one has the highest maximum force? C23H71N13O14